# 1
# C3H10N2O3

A 4-piece molecular cluster, C3H10N2O3 overall at a distorted geometry (wB97M-V/def2-TZVPD, the Open Molecules 2025 dataset).

Last column: Mulliken charge in e.
Atoms and positions in Å:
1 C -0.4111 0.8537 -0.6255  -0.680
2 C 0.8957 0.8342 0.0631  0.498
3 N 0.8548 0.7253 1.3799  -0.548
4 C 0.1684 -0.4501 0.9759  0.037
5 N -0.9133 -0.3335 0.2050  -0.277
6 H -1.0045 1.7092 -0.2898  0.401
7 H 1.8313 1.0353 -0.4658  0.376
8 H 0.6181 -1.3463 1.3908  0.372
9 H -0.7639 -1.2372 -0.3639  0.491
10 H -0.4116 0.7770 -1.6982  0.244
11 H -0.1818 -3.4405 -0.2556  0.141
12 O 0.0650 -2.5568 -0.5412  -0.983
13 H 1.0542 -1.5371 -3.3845  0.258
14 H 0.5762 -1.9726 -1.8455  0.404
15 O 0.7411 -1.2353 -2.5333  -0.684
16 H -1.6263 2.5979 2.5551  0.296
17 H -0.5426 1.9663 1.7049  0.331
18 O -1.1773 2.7025 1.7092  -0.677

HOMO: -0.330 Ha
multiplicity: 1
LUMO level: -1.8 eV
orbital gap: 7.19 eV

# 2
# C3H10N2O3

C3H10N2O3 as an isolated structure at a distorted geometry (wB97M-V/def2-TZVPD, the Open Molecules 2025 dataset).

Last column: Mulliken charge in e.
Atoms and positions in Å:
1 H -0.3757 0.5792 0.9312  0.563
2 O -1.3008 1.2024 1.0507  -0.846
3 N 0.5642 -0.3001 0.6930  -0.216
4 H -1.1369 1.8230 1.7873  0.213
5 C 1.8461 -0.1293 0.2186  -0.352
6 C 0.4048 -1.5600 0.9681  -0.236
7 C 2.4421 -1.3413 0.1849  -0.463
8 N 1.5222 -2.2430 0.6512  -0.108
9 H 1.6470 -3.2051 0.9109  0.218
10 H -0.4535 -2.0123 1.4013  0.410
11 H 3.3823 -1.6207 -0.2418  0.389
12 H 2.1780 0.8642 -0.0088  0.425
13 O -3.1765 1.3676 -0.8914  -0.668
14 H -2.5897 1.3230 -0.0853  0.373
15 H -3.1524 2.3118 -1.0786  0.301
16 O -0.3202 0.8343 -2.4262  -0.663
17 H -1.2468 1.0570 -2.5846  0.341
18 H -0.2345 1.0493 -1.4804  0.318

HOMO: -0.368 Ha
multiplicity: 1
LUMO level: 0.4 eV
orbital gap: 10.46 eV

# 3
# C3H10N2O3

A 2-piece molecular cluster, C3H10N2O3 overall at a distorted geometry (wB97M-V/def2-TZVPD, the Open Molecules 2025 dataset).

Last column: Mulliken charge in e.
Atoms and positions in Å:
1 C 0.1535 -0.9505 -1.8942  -0.470
2 C -1.2250 -1.1715 -1.2684  -0.380
3 O -1.8354 0.0603 -0.8427  -0.544
4 N 1.2115 -1.6719 -1.1941  -0.159
5 C 2.1964 -1.0646 -0.4740  0.490
6 N 2.0865 0.3095 -0.2335  -0.469
7 O 3.0666 -1.7349 0.0634  -0.622
8 H 0.1867 -1.2352 -2.9417  0.328
9 H 0.3688 0.1074 -1.7609  0.285
10 H -1.9564 -1.5425 -1.9798  0.272
11 H -1.1757 -1.8753 -0.4431  0.286
12 H -1.2042 0.5024 -0.2616  0.307
13 H 1.4697 -2.5870 -1.5351  0.229
14 H 2.3181 0.9770 -0.9473  0.207
15 H 2.5310 0.4933 0.6516  0.241
16 H -3.1258 3.7713 4.3377  0.321
17 H -2.3612 4.1962 5.5906  0.322
18 O -2.7053 3.4159 5.1332  -0.643

HOMO: -0.357 Ha
multiplicity: 1
LUMO level: 0.7 eV
structure (SMILES): NC(=O)NCCO.O
orbital gap: 10.41 eV

# 4
# C3H10N2O3S

A 2-piece molecular cluster, C3H10N2O3S overall at a distorted geometry (wB97M-V/def2-TZVPD, the Open Molecules 2025 dataset).

Last column: Mulliken charge in e.
Atoms and positions in Å:
1 C -0.7420 -2.7424 -0.2284  -1.009
2 C 0.3208 -1.6893 -0.2351  0.128
3 C 0.3956 1.2129 0.8194  -0.523
4 N 0.5988 1.9097 2.0200  -0.500
5 N 0.3999 -0.8268 -1.1345  -0.525
6 O 1.3056 1.6900 -1.6490  -0.475
7 O -0.8945 2.8923 -1.6997  -0.500
8 O 1.0112 3.6927 -0.3222  -0.650
9 S 0.3294 2.4371 -0.6395  0.958
10 H -1.4654 -2.3510 0.3790  0.279
11 H -0.4532 -3.7965 0.1868  0.291
12 H -1.0405 -2.7324 -1.3261  0.270
13 H 1.0549 -1.7598 0.5457  0.428
14 H -0.6032 0.9004 0.5803  0.311
15 H 1.2432 2.6031 1.6492  0.353
16 H -0.1290 2.4873 2.5014  0.257
17 H -0.4950 3.2563 -2.5127  0.339
18 H -0.4613 -0.8211 -1.6686  0.125
19 H 1.3973 0.8524 -1.3606  0.445

HOMO: -0.300 Ha
multiplicity: 1
LUMO level: 0.4 eV
structure (SMILES): NC=S(=O)(O)O.[H]/N=C\C
orbital gap: 8.60 eV

# 5
# C3H10N2S

A 2-piece molecular cluster, C3H10N2S overall at a distorted geometry (wB97M-V/def2-TZVPD, the Open Molecules 2025 dataset).

Last column: Mulliken spin population.
Atoms and positions in Å:
1 C 2.4019 -0.3559 1.1337  0.255
2 C 1.6119 0.0530 -0.1211  0.507
3 S 0.9699 -1.5224 -0.9570  0.053
4 H 3.2798 -0.9238 0.8704  -0.051
5 H 1.7969 -0.9082 1.8634  -0.111
6 H 2.6333 0.5090 1.7188  -0.041
7 H 2.4103 0.4401 -0.9695  -0.010
8 H 0.6753 0.5913 -0.1407  -0.108
9 N -2.4638 0.1334 -1.4156  -0.004
10 C -2.3809 0.6124 -0.1165  1.796
11 N -1.5371 1.6230 0.1564  -0.270
12 H -1.8925 0.4770 -2.1859  0.018
13 H -3.1513 -0.6078 -1.7448  -0.478
14 H -2.8098 -0.0876 0.6157  -0.405
15 H -1.6709 1.7233 1.1877  -0.116
16 H 0.1269 -1.7569 0.1050  -0.037

HOMO (alpha / beta): 0.038 / -0.193 Ha
multiplicity: 2
LUMO level (alpha / beta): 3.5 / 3.6 eV
orbital gap (alpha / beta): 2.44 / 8.88 eV
⟨S²⟩: 0.75
net charge: -1

# 6
# C3H10N2S

A 2-piece molecular cluster, C3H10N2S overall at a distorted geometry (wB97M-V/def2-TZVPD, the Open Molecules 2025 dataset).

Last column: Mulliken charge in e.
Atoms and positions in Å:
1 C -2.1086 -1.4582 -0.0922  -0.781
2 C 0.0728 1.5972 -1.1443  -0.769
3 C 2.9616 -0.8094 0.5408  -0.917
4 N -1.2348 1.2192 1.2816  -0.712
5 N -1.0376 -0.7044 -0.5589  -0.332
6 S -0.3465 0.4677 0.2573  0.561
7 H -2.8675 -0.8672 0.5967  0.289
8 H -1.8121 -2.2046 0.5891  0.304
9 H -2.4617 -2.0904 -0.8640  0.325
10 H 1.0902 1.9371 -1.1512  0.310
11 H -0.1640 1.0458 -2.1686  0.258
12 H -0.5921 2.5271 -1.1420  0.313
13 H 3.2070 -1.8327 0.3916  0.296
14 H 3.4222 -0.0866 0.0130  0.351
15 H 2.5545 -0.5917 1.5795  0.268
16 H -0.6832 1.8512 1.8715  0.237

HOMO (alpha / beta): -0.292 / -0.310 Ha
multiplicity: 1
LUMO level (alpha / beta): 0.0 / -1.0 eV
orbital gap (alpha / beta): 7.93 / 7.45 eV

# 7
# C3H10N2S

C3H10N2S as an isolated structure at a distorted geometry (wB97M-V/def2-TZVPD, the Open Molecules 2025 dataset).

Last column: Mulliken charge in e.
Atoms and positions in Å:
1 C 0.6055 -1.5510 0.0741  -0.199
2 C 1.6425 -0.9050 -0.6924  -0.624
3 S 2.5141 0.3636 0.1885  -0.208
4 N -0.7650 -1.1634 0.2033  -0.424
5 C -1.0458 0.0274 -0.5542  -0.173
6 N -2.4854 0.2946 -0.5714  -0.641
7 H 0.7517 -2.4915 0.6106  0.436
8 H 0.2412 -0.7839 0.9259  0.384
9 H 0.4910 3.0934 2.4231  0.175
10 H 2.3818 -1.5547 -1.1708  0.297
11 H 1.8954 1.3788 -0.5076  0.096
12 H 0.6482 2.7490 1.7877  -0.179
13 H -0.5294 0.8861 -0.1056  0.119
14 H -0.6171 -0.0118 -1.5668  0.419
15 H -2.9080 -0.2140 -1.3366  0.259
16 H -2.8206 -0.1175 0.2922  0.264

HOMO: -0.288 Ha
multiplicity: 1
LUMO level: -0.6 eV
orbital gap: 7.20 eV

# 8
# C3H10N2S

A 2-piece molecular cluster, C3H10N2S overall at a distorted geometry (wB97M-V/def2-TZVPD, the Open Molecules 2025 dataset).

Last column: Mulliken charge in e.
Atoms and positions in Å:
1 C 1.0192 -2.1296 0.2894  -0.984
2 C -0.2303 -2.6613 1.0778  -0.269
3 S -1.0353 -1.2501 1.7012  -0.258
4 H 1.4809 -1.2998 0.7313  0.365
5 H 0.6275 -1.9731 -0.7506  0.251
6 H 1.8464 -2.9554 0.2737  0.260
7 H 0.1521 -3.4157 1.8971  0.289
8 H -0.9351 -3.1329 0.3674  0.243
9 N -0.4187 2.2058 -2.3545  -0.476
10 C 0.6859 2.9031 -1.9569  -0.050
11 N 1.0872 2.8120 -0.6815  -0.601
12 H -0.7952 1.6027 -1.6231  0.280
13 H -0.3934 1.5933 -3.2371  0.260
14 H 1.1273 3.4517 -2.6856  0.401
15 H 1.2304 3.7890 -0.4229  0.192
16 H -1.3040 -1.4560 3.0206  0.097

HOMO: -0.321 Ha
multiplicity: 1
LUMO level: 0.9 eV
structure (SMILES): [H]/N=C/N.CCS
orbital gap: 9.62 eV

# 9
# C3H10N2S

A 2-piece molecular cluster, C3H10N2S overall at a distorted geometry (wB97M-V/def2-TZVPD, the Open Molecules 2025 dataset).

Last column: Mulliken spin population.
Atoms and positions in Å:
1 N -1.2757 0.1487 1.4764  0.912
2 C -0.4640 -0.3408 0.4116  -0.097
3 C 1.0207 -0.0043 0.6936  0.032
4 S 2.1263 -0.8246 -0.4866  1.020
5 C -0.9299 0.4553 -0.8707  -0.008
6 N -2.2828 0.1975 -1.1185  -0.750
7 H -0.2420 3.3188 0.9184  -0.006
8 H -0.4939 2.6665 1.1636  0.002
9 H -1.3756 -0.5750 2.1925  -0.019
10 H -0.5539 -1.4017 0.1989  -0.017
11 H 1.2219 1.0533 0.5807  0.024
12 H 1.3052 -0.4033 1.6617  0.010
13 H -0.2783 0.3288 -1.7291  -0.013
14 H -0.9008 1.4738 -0.4281  -0.116
15 H -2.7347 0.6620 -1.9120  0.014
16 H -2.8362 0.2398 -0.2519  0.014

HOMO (alpha / beta): -0.489 / -0.476 Ha
multiplicity: 2
LUMO level (alpha / beta): -8.5 / -5.8 eV
orbital gap (alpha / beta): 4.77 / 7.11 eV
⟨S²⟩: 1.73
net charge: +1

# 10
# C3H10N2S2

The molecule C3H10N2S2 at a distorted geometry (wB97M-V/def2-TZVPD, the Open Molecules 2025 dataset).

Last column: Mulliken charge in e.
Atoms and positions in Å:
1 S 0.0661 0.3430 2.2761  -0.236
2 S 1.6514 0.6059 0.9817  -0.097
3 C 1.0845 -0.0772 -0.6494  -0.694
4 C -0.4066 -0.2069 -0.8231  0.274
5 C -0.7485 -0.2516 -2.3308  -0.747
6 N -2.1673 -0.0045 -2.5727  -0.631
7 N -0.9019 -1.4478 -0.2309  -0.653
8 H 0.2681 1.5884 2.7806  0.177
9 H 1.5429 0.5591 -1.4030  0.335
10 H 1.5862 -1.0411 -0.7096  0.460
11 H -0.9820 0.6415 -0.4444  0.216
12 H -0.1445 0.5470 -2.7613  0.452
13 H -0.4288 -1.2094 -2.7511  0.273
14 H -2.2972 0.3988 -3.4923  0.224
15 H -2.6695 -0.8830 -2.6150  0.232
16 H -0.4314 -1.7048 0.6195  0.201
17 H -1.8856 -1.5545 0.0156  0.214

HOMO: -0.305 Ha
multiplicity: 1
LUMO level: 0.6 eV
structure (SMILES): NC[C@@H](N)CSS
orbital gap: 8.89 eV

# 11
# C3H10N2S2

A 3-piece molecular cluster, C3H10N2S2 overall at a distorted geometry (wB97M-V/def2-TZVPD, the Open Molecules 2025 dataset).

Last column: Mulliken charge in e.
Atoms and positions in Å:
1 C 1.7850 0.0599 0.1162  -1.230
2 C 0.0765 -1.8267 -0.1313  -0.974
3 C 0.6042 -0.6316 -0.5158  0.804
4 N -1.5372 -1.1790 3.4481  -0.268
5 N -0.4027 -1.6560 3.5404  -0.214
6 S -1.3472 4.3820 -3.0920  -0.277
7 S -0.0202 0.0619 -2.0216  -0.227
8 H 1.9060 -0.2312 1.1298  0.308
9 H 1.6943 1.0714 -0.0478  0.397
10 H 2.7401 -0.3339 -0.3453  0.281
11 H 0.4039 -2.3204 0.8786  0.205
12 H -0.7766 -2.1509 -0.5417  0.331
13 H -2.1012 -1.9688 3.0504  0.248
14 H -0.2976 3.6271 -3.3269  0.129
15 H 0.2064 -0.8095 3.9730  0.239
16 H -1.7792 4.4520 -4.3639  0.142
17 H -1.1544 -0.5465 -1.7501  0.106

HOMO: -0.313 Ha
multiplicity: 1
LUMO level: 0.8 eV
structure (SMILES): [H]/N=N/[H].C=C(C)S.S
orbital gap: 9.29 eV

# 12
# C3H10N2S2

The molecule C3H10N2S2 at a distorted geometry (wB97M-V/def2-TZVPD, the Open Molecules 2025 dataset).

Last column: Mulliken charge in e.
Atoms and positions in Å:
1 S 3.7957 -0.5537 1.3189  -0.169
2 S 2.0806 -1.7146 1.0004  -0.025
3 C 1.1384 -0.7416 -0.2465  -0.932
4 C -0.2502 -0.2890 0.2635  0.212
5 C -1.0848 0.0955 -0.9478  -0.728
6 N -2.4360 0.5436 -0.5435  -0.612
7 N -0.1004 0.7771 1.2313  -0.676
8 H 3.2062 0.6047 1.1082  0.144
9 H 1.1107 -1.2441 -1.2086  0.437
10 H 1.6996 0.1953 -0.3028  0.236
11 H -0.7335 -1.1529 0.7205  0.365
12 H -1.2504 -0.7926 -1.5693  0.324
13 H -0.5926 0.8953 -1.5079  0.405
14 H -2.9467 -0.2621 -0.2118  0.224
15 H -2.9573 0.8789 -1.3315  0.223
16 H 0.3297 1.5864 0.7848  0.257
17 H -1.0090 1.1739 1.4421  0.315

HOMO: -0.300 Ha
multiplicity: 1
LUMO level: 0.5 eV
structure (SMILES): NC[C@H](N)CSS
orbital gap: 8.70 eV

Computed ΔE to the lowest compared entry with this formula, charge and spin, in the same sequence as the records: 620.7 87.9 80.5 403.4 107.9 620.8 601.9 193.8 535.7 47.7 330.3 47.2 kJ/mol.